Entry 1:
C40H60BN8O10P2V as an isolated structure, computed with wB97M-V/def2-TZVPD.

Properties
* charge: +1
* orbital gap (alpha / beta): 0.14137 / 0.17087 Ha
* E_HOMO (alpha / beta): -9.92 / -9.92 eV
* strongest force on any atom: 5.5 eV/A
* 2S+1: 2
* total energy: -119793.7109 eV

Atoms and positions in Å:
1 V 15.09 10.96 10.40
2 C 13.39 8.68 13.45
3 C 13.98 8.05 12.15
4 C 13.89 6.54 12.12
5 C 15.43 8.48 12.12
6 C 16.47 8.18 13.02
7 C 17.71 8.50 12.44
8 C 19.05 7.96 12.88
9 C 19.42 8.69 14.17
10 C 20.15 7.94 11.81
11 N 17.46 9.18 11.35
12 N 16.01 9.19 11.13
13 B 18.29 10.46 10.85
14 N 17.92 10.48 9.35
15 N 16.57 10.83 8.94
16 C 16.59 10.82 7.57
17 C 17.81 10.40 7.13
18 C 18.61 10.16 8.26
19 C 20.00 9.65 8.29
20 C 20.82 10.50 7.29
21 C 20.10 8.16 7.76
22 C 15.49 11.31 6.68
23 C 15.68 12.78 6.30
24 C 15.58 10.49 5.39
25 N 17.65 11.76 11.47
26 N 16.29 11.74 11.82
27 C 15.98 12.91 12.41
28 C 17.13 13.76 12.37
29 C 18.12 13.01 11.76
30 C 19.46 13.50 11.48
31 C 19.77 13.55 9.98
32 C 20.50 12.82 12.34
33 C 14.72 13.12 13.17
34 C 14.88 14.41 13.95
35 C 14.49 11.91 14.09
36 H 12.34 8.40 13.53
37 H 13.44 9.77 13.39
38 H 13.94 8.33 14.35
39 H 13.47 8.48 11.29
40 H 14.29 6.07 13.02
41 H 14.47 6.07 11.30
42 H 12.83 6.26 12.03
43 H 16.29 7.87 14.04
44 H 18.83 6.89 13.17
45 H 19.65 9.74 13.98
46 H 20.35 8.25 14.60
47 H 18.64 8.63 14.90
48 H 20.52 8.90 11.47
49 H 19.87 7.47 10.85
50 H 21.04 7.38 12.17
51 H 19.41 10.33 11.16
52 H 18.09 10.34 6.11
53 H 20.42 9.69 9.34
54 H 20.49 10.33 6.22
55 H 21.87 10.13 7.36
56 H 20.84 11.59 7.49
57 H 19.67 8.15 6.76
58 H 19.57 7.42 8.36
59 H 21.20 7.90 7.73
60 H 14.55 11.06 7.22
61 H 16.69 12.92 5.86
62 H 15.63 13.40 7.18
63 H 14.89 13.14 5.67
64 H 16.54 10.65 4.94
65 H 14.81 10.83 4.65
66 H 15.39 9.40 5.51
67 H 17.18 14.80 12.62
68 H 19.45 14.57 11.82
69 H 19.58 12.56 9.50
70 H 20.80 13.86 9.78
71 H 19.12 14.20 9.40
72 H 20.42 11.74 12.20
73 H 20.33 13.01 13.39
74 H 21.55 13.14 12.18
75 H 13.82 13.20 12.50
76 H 15.84 14.49 14.51
77 H 14.08 14.59 14.68
78 H 14.90 15.21 13.24
79 H 15.11 11.82 14.99
80 H 14.67 10.99 13.51
81 H 13.44 11.89 14.42
82 O 10.80 15.01 12.33
83 P 11.35 14.09 11.19
84 O 10.21 14.13 10.18
85 O 11.54 12.74 12.04
86 O 12.82 14.57 10.65
87 P 13.89 14.15 9.47
88 O 14.95 15.29 9.96
89 O 13.34 14.37 8.13
90 O 14.48 12.88 9.86
91 H 11.43 15.35 13.04
92 H 14.62 16.20 9.94
93 O 7.95 14.75 9.21
94 C 7.50 13.91 8.26
95 O 6.32 13.94 7.97
96 C 8.54 13.00 7.59
97 C 8.15 11.68 7.32
98 C 9.13 10.73 7.15
99 C 10.48 11.10 7.37
100 C 10.85 12.47 7.33
101 C 9.88 13.45 7.38
102 N 11.53 10.21 7.65
103 C 11.46 8.91 7.52
104 C 12.56 8.00 7.73
105 C 12.40 6.60 7.50
106 C 13.40 5.69 7.81
107 C 14.63 6.19 8.30
108 C 14.74 7.59 8.54
109 N 13.71 8.43 8.30
110 H 8.86 14.46 9.64
111 H 7.07 11.46 7.31
112 H 8.92 9.70 6.85
113 H 11.88 12.76 7.47
114 H 10.18 14.49 7.48
115 H 10.54 8.44 7.07
116 H 11.47 6.27 7.06
117 H 13.27 4.62 7.73
118 H 15.46 5.50 8.49
119 H 15.66 8.05 8.98
120 O 13.17 10.56 10.64
121 H 12.72 10.64 9.76
122 H 11.82 11.88 11.56

Here are the Mulliken charges for atoms 1 to 6, given in e: atom 1 (V): 2.01, atom 2 (C): -1.17, atom 3 (C): 1.72, atom 4 (C): -1.70, atom 5 (C): -1.13, atom 6 (C): -0.72

=====

Entry 2:
A 6-piece molecular cluster, C40H60IO14P overall, computed with wB97M-V/def2-TZVPD.

Properties
* SMILES: CC[C@@H](I)c1cc(COO)cc2c1C(=O)c1cccc(P(C)C)c1C2=O.CCOC(C)=O.CCOC(C)=O.CCOC(C)=O.CCOC(C)=O.CCOC(C)=O
* orbital gap: 0.21053 Ha
* E_HOMO: -7.24 eV
* strongest force on any atom: 7.9 eV/A
* total energy: -88483.4851 eV

Atoms and positions in Å:
1 C 4.76 5.23 -0.31
2 C 3.77 6.46 -0.78
3 C 2.21 5.93 -1.05
4 I 2.46 4.18 -2.42
5 C 1.50 5.52 0.38
6 C 2.21 5.84 1.86
7 C 1.50 5.42 3.31
8 C 2.22 5.79 4.75
9 O 2.66 7.22 4.80
10 O 1.64 8.02 4.61
11 C 0.06 4.62 3.36
12 C -0.66 4.30 1.92
13 C 0.02 4.76 0.46
14 C -0.89 4.39 -0.87
15 O -0.90 5.08 -2.02
16 C -1.94 3.09 -0.82
17 C -2.42 2.24 -2.15
18 C -3.49 0.98 -2.12
19 C -4.14 0.54 -0.67
20 C -3.67 1.36 0.70
21 P -4.49 0.78 2.33
22 C -3.02 0.20 3.44
23 C -5.55 -0.82 2.06
24 C -2.58 2.62 0.63
25 C -2.12 3.49 1.98
26 O -2.82 3.54 3.12
27 H 4.18 4.29 0.13
28 H 5.53 5.54 0.54
29 H 5.39 4.92 -1.24
30 H 3.77 7.36 0.00
31 H 4.15 6.84 -1.81
32 H 1.66 6.83 -1.57
33 H 3.25 6.40 1.96
34 H 1.36 5.66 5.57
35 H 3.17 5.14 4.97
36 H 1.82 8.68 3.87
37 H -0.39 4.34 4.40
38 H -1.98 2.57 -3.20
39 H -3.82 0.44 -3.12
40 H -4.94 -0.34 -0.63
41 H -2.85 0.98 4.30
42 H -3.36 -0.83 3.91
43 H -2.07 0.08 2.75
44 H -6.65 -0.57 1.69
45 H -4.99 -1.49 1.26
46 H -5.65 -1.41 3.09
47 O -3.91 -3.56 0.78
48 C -2.77 -3.50 0.32
49 O -2.19 -2.30 0.08
50 C -0.80 -2.12 -0.27
51 C -0.60 -2.28 -1.77
52 C -2.04 -4.75 -0.08
53 H -0.16 -2.78 0.32
54 H -0.54 -1.09 0.02
55 H -0.87 -3.29 -2.10
56 H 0.44 -2.09 -2.04
57 H -1.25 -1.59 -2.32
58 H -2.37 -5.06 -1.08
59 H -2.28 -5.54 0.64
60 H -0.95 -4.65 -0.07
61 O 0.27 -1.92 -4.34
62 C 0.85 -1.00 -4.90
63 O 0.36 0.26 -4.82
64 C 1.06 1.44 -5.27
65 C 0.82 1.66 -6.76
66 C 2.05 -1.26 -5.77
67 H 2.12 1.39 -5.02
68 H 0.64 2.28 -4.71
69 H 1.21 0.83 -7.35
70 H 1.31 2.58 -7.09
71 H -0.25 1.73 -6.97
72 H 1.71 -1.58 -6.76
73 H 2.64 -2.05 -5.31
74 H 2.71 -0.40 -5.86
75 O -2.50 -1.76 6.02
76 C -1.63 -1.08 6.56
77 O -0.72 -0.42 5.81
78 C 0.22 0.55 6.32
79 C 1.46 -0.14 6.86
80 C -1.49 -1.04 8.06
81 H -0.25 1.21 7.05
82 H 0.50 1.19 5.47
83 H 1.23 -0.80 7.69
84 H 2.19 0.60 7.20
85 H 1.92 -0.76 6.08
86 H -0.93 -1.92 8.39
87 H -2.49 -1.06 8.49
88 H -1.01 -0.14 8.43
89 O 4.09 1.23 -5.76
90 C 5.27 0.91 -5.61
91 O 5.72 -0.27 -6.09
92 C 7.11 -0.65 -6.14
93 C 7.55 -1.25 -4.81
94 C 6.20 1.78 -4.82
95 H 7.74 0.18 -6.45
96 H 7.19 -1.42 -6.92
97 H 7.47 -0.53 -4.00
98 H 8.59 -1.59 -4.87
99 H 6.91 -2.10 -4.55
100 H 6.07 1.57 -3.75
101 H 5.95 2.82 -5.02
102 H 7.25 1.66 -5.09
103 O -3.44 -10.98 0.18
104 C -4.18 -10.00 0.26
105 O -3.76 -8.88 0.90
106 C -4.46 -7.62 0.90
107 C -5.53 -7.60 1.98
108 C -5.58 -10.05 -0.26
109 H -4.85 -7.40 -0.09
110 H -3.71 -6.85 1.12
111 H -6.29 -8.36 1.81
112 H -6.02 -6.62 2.01
113 H -5.09 -7.80 2.96
114 H -6.23 -10.53 0.49
115 H -5.59 -10.64 -1.18
116 H -5.99 -9.07 -0.52

Here are the Mulliken charges for atoms 1 to 6, given in e: atom 1 (C): -0.88, atom 2 (C): -0.56, atom 3 (C): -0.55, atom 4 (I): 0.15, atom 5 (C): 0.54, atom 6 (C): -0.38